{
  "formula": "CH3OPS",
  "method": "wB97M-V/def2-TZVPD",
  "elements": ["O", "P", "C", "S", "H", "H", "H"],
  "xyz": [[-1.020, -0.016, 0.742], [0.505, 0.593, 0.826], [1.336, -0.144, -0.917], [2.734, 0.500, -1.300], [-0.919, -0.879, 1.176], [0.051, 1.598, -0.177], [0.729, -0.600, -1.756]],
  "atomic_forces_ev_per_a": [[0.19, -1.29, 0.85], [0.22, 0.53, -4.07], [-1.62, 0.85, 0.64], [0.90, 0.01, -0.01], [-0.82, 0.10, -0.05], [0.82, -0.21, 1.31], [0.32, 0.03, 1.33]],
  "homo_energy_ev": -8.43,
  "mol_weight_g_mol": 94.1,
  "e_above_lowest_kj_mol": 141.6,
  "smiles": "OPC=S",
  "orbital_gap_ev": 8.1
}